1.
{
  "formula": "H4O2",
  "method": "the ωB97M-V functional and the def2-TZVPD basis",
  "relative_energy_kcal_mol": 3.9,
  "smiles": "O.O",
  "e_homo_ev": -11.3,
  "multiplicity": 1,
  "e_tot_ha": -152.86874,
  "gap_ev": 12.11,
  "species": ["O", "H", "H", "O", "H", "H"],
  "xyz": [[-1.742, 0.060, -0.103], [-1.007, -0.520, 0.188], [-2.428, -0.144, 0.541], [1.642, -0.047, -0.004], [1.657, 0.916, 0.210], [2.577, -0.364, -0.086]]
}



2.
{
  "formula": "C11H16BrClINO2PTc",
  "method": "the ωB97M-V functional and the def2-TZVPD basis",
  "total_charge": 3,
  "e_homo_ev": [-18.1, -18.1],
  "multiplicity": 4,
  "e_tot_ha": -4386.90565,
  "gap_ev": [5.99, 4.24],
  "species": ["C", "C", "H", "H", "H", "O", "I", "Tc", "P", "C", "C", "H", "H", "H", "C", "H", "H", "H", "H", "H", "H", "C", "O", "Cl", "Br", "C", "C", "C", "C", "N", "C", "H", "H", "H", "H"],
  "xyz": [[-4.595, 2.702, -5.001], [-4.355, 1.598, -4.003], [-5.439, 2.400, -5.638], [-3.719, 2.860, -5.638], [-4.861, 3.640, -4.501], [-4.980, 0.570, -3.871], [-2.701, 1.865, -2.630], [-0.623, -0.072, 0.834], [0.735, -1.106, -0.583], [1.035, -2.907, -0.508], [0.302, -0.807, -2.329], [2.382, 0.663, -0.511], [3.044, -0.845, -1.250], [2.871, -0.715, 0.534], [2.436, -0.431, -0.434], [0.139, 0.266, -2.478], [1.114, -1.179, -2.965], [1.770, -3.196, -1.268], [0.091, -3.434, -0.689], [-0.630, -1.342, -2.544], [1.414, -3.181, 0.484], [-1.145, -1.719, 1.599], [-1.394, -2.752, 2.108], [-0.251, 2.120, -0.034], [3.784, -1.657, 4.244], [2.353, -0.456, 3.962], [2.304, 0.767, 4.621], [1.307, 1.669, 4.252], [0.432, 1.352, 3.211], [0.504, 0.165, 2.567], [1.385, -0.778, 3.005], [3.035, 1.006, 5.385], [1.203, 2.642, 4.714], [-0.320, 2.051, 2.838], [1.372, -1.756, 2.518]]
}



3.
{
  "formula": "C52H54F6N8O2P2Sn",
  "method": "the ωB97M-V functional and the def2-TZVPD basis",
  "relative_energy_kcal_mol": 5.3,
  "total_charge": 3,
  "e_homo_ev": [-15.0, -15.0],
  "multiplicity": 2,
  "e_tot_ha": -4098.12818,
  "gap_ev": [8.22, 5.13],
  "species": ["Sn", "C", "N", "C", "N", "C", "C", "C", "C", "C", "C", "C", "C", "C", "C", "C", "C", "C", "C", "P", "C", "N", "C", "C", "N", "C", "C", "C", "C", "C", "C", "C", "C", "C", "C", "C", "C", "C", "C", "N", "C", "C", "N", "C", "C", "C", "C", "C", "C", "C", "C", "C", "C", "C", "C", "C", "H", "H", "H", "H", "H", "H", "H", "H", "H", "H", "H", "H", "H", "H", "H", "H", "H", "H", "H", "H", "H", "H", "H", "H", "H", "H", "H", "H", "H", "H", "H", "H", "H", "H", "H", "H", "H", "H", "H", "O", "H", "H", "O", "H", "H", "N", "C", "C", "N", "C", "C", "H", "H", "H", "H", "H", "H", "H", "H", "H", "H", "H", "F", "P", "F", "F", "F", "F", "F"],
  "xyz": [[0.454, 0.637, 0.565], [-1.701, -4.622, -0.580], [-0.725, -3.652, -0.063], [-0.749, -2.339, -0.330], [0.121, -1.698, 0.463], [0.670, -2.647, 1.276], [0.185, -3.883, 0.954], [0.463, -5.203, 1.537], [-0.016, -5.556, 2.824], [0.278, -6.774, 3.419], [1.091, -7.678, 2.732], [1.607, -7.351, 1.495], [1.305, -6.127, 0.895], [1.695, -2.351, 2.326], [2.843, -3.114, 2.483], [3.739, -2.813, 3.501], [3.545, -1.720, 4.394], [2.388, -1.016, 4.207], [1.461, -1.320, 3.236], [-1.885, -1.460, -1.476], [-0.719, -0.292, -2.211], [0.282, 0.385, -1.638], [0.959, 1.069, -2.662], [0.295, 0.840, -3.847], [-0.759, -0.019, -3.539], [-1.636, -0.574, -4.601], [0.647, 1.318, -5.200], [1.180, 0.416, -6.111], [1.447, 0.759, -7.411], [1.303, 2.045, -7.866], [0.878, 2.979, -6.950], [0.529, 2.640, -5.643], [2.268, 1.691, -2.469], [3.369, 1.126, -3.057], [4.615, 1.671, -2.797], [4.749, 2.782, -1.987], [3.627, 3.350, -1.412], [2.345, 2.827, -1.696], [-2.664, -0.330, -0.258], [-2.094, 0.347, 0.709], [-3.099, 1.059, 1.330], [-4.336, 0.797, 0.673], [-4.023, -0.109, -0.283], [-5.030, -0.760, -1.158], [-5.676, 1.280, 0.941], [-6.287, 1.170, 2.212], [-7.578, 1.602, 2.399], [-8.296, 2.206, 1.359], [-7.666, 2.364, 0.149], [-6.384, 1.933, -0.085], [-2.874, 2.029, 2.331], [-1.601, 2.085, 2.977], [-1.355, 3.061, 3.908], [-2.266, 4.067, 4.173], [-3.489, 4.056, 3.516], [-3.782, 3.072, 2.581], [-2.275, -4.216, -1.419], [-1.244, -5.551, -0.910], [-2.362, -4.865, 0.233], [-0.652, -4.893, 3.440], [-0.032, -6.986, 4.409], [1.305, -8.637, 3.184], [2.151, -8.096, 0.939], [1.729, -5.900, -0.060], [3.010, -3.925, 1.790], [4.596, -3.404, 3.662], [4.236, -1.432, 5.133], [2.224, -0.156, 4.881], [0.515, -0.792, 3.190], [-2.037, -1.570, -4.309], [-2.472, 0.103, -4.805], [-1.050, -0.672, -5.518], [1.344, -0.625, -5.785], [1.751, 0.009, -8.070], [1.611, 2.286, -8.873], [0.867, 4.010, -7.264], [0.262, 3.448, -4.941], [3.201, 0.287, -3.696], [5.502, 1.299, -3.365], [5.743, 3.167, -1.858], [3.657, 4.246, -0.829], [1.483, 3.328, -1.266], [-6.003, -0.817, -0.661], [-5.093, -0.182, -2.074], [-4.680, -1.741, -1.434], [-5.735, 0.693, 2.989], [-8.010, 1.521, 3.392], [-9.308, 2.496, 1.595], [-8.150, 2.865, -0.666], [-5.916, 2.045, -1.038], [-0.890, 1.281, 2.790], [-0.418, 2.989, 4.437], [-1.961, 4.829, 4.898], [-4.244, 4.820, 3.628], [-4.691, 3.088, 2.007], [-2.161, -0.684, 3.631], [-2.149, -0.356, 4.509], [-2.138, -1.633, 3.669], [2.033, 3.450, 1.313], [1.309, 3.983, 0.962], [2.319, 3.950, 2.086], [5.653, -0.898, 1.032], [5.075, -1.434, -0.255], [3.569, -1.172, -0.239], [3.213, 0.198, 0.110], [3.919, 0.794, 1.239], [5.406, 0.564, 1.194], [6.649, -1.162, 1.073], [5.258, -1.378, 1.859], [5.289, -2.488, -0.352], [5.548, -0.855, -1.048], [3.085, -1.883, 0.393], [3.271, -1.403, -1.274], [3.359, 0.851, -0.657], [3.562, 0.356, 2.188], [3.697, 1.904, 1.252], [5.898, 0.818, 2.117], [5.894, 1.074, 0.347], [-0.842, 2.754, 0.257], [-1.321, 4.160, -0.458], [-0.652, 3.612, -1.802], [-2.707, 3.374, -0.875], [-1.749, 5.475, -1.231], [-1.991, 4.582, 0.933], [0.090, 4.839, 0.048]]
}



4.
{
  "formula": "C25H19N6O4RuSSe",
  "method": "the ωB97M-V functional and the def2-TZVPD basis",
  "relative_energy_kcal_mol": 0.0,
  "total_charge": 1,
  "e_homo_ev": [-10.9, -11.5],
  "multiplicity": 5,
  "e_tot_ha": -4487.74158,
  "gap_ev": [6.98, 6.33],
  "species": ["Ru", "N", "C", "S", "N", "N", "C", "C", "C", "C", "C", "C", "C", "C", "C", "C", "C", "C", "N", "H", "H", "H", "H", "H", "H", "H", "H", "H", "H", "H", "O", "C", "C", "C", "C", "C", "C", "C", "O", "N", "O", "O", "H", "H", "H", "H", "Se", "C", "C", "C", "N", "C", "C", "H", "H", "H", "H"],
  "xyz": [[-0.399, -0.757, 1.176], [0.531, 1.034, 4.970], [0.011, 0.700, 3.780], [-0.336, -1.004, 3.517], [-0.204, 1.650, 2.908], [-0.736, 1.116, 1.759], [-1.351, 1.889, 0.927], [-1.457, 3.347, 1.094], [-0.939, 4.170, 0.097], [-1.025, 5.548, 0.223], [-1.647, 6.099, 1.333], [-2.170, 5.278, 2.323], [-2.065, 3.902, 2.215], [-2.033, 1.205, -0.207], [-2.829, 1.868, -1.122], [-3.504, 1.124, -2.085], [-3.390, -0.252, -2.088], [-2.583, -0.851, -1.129], [-1.917, -0.142, -0.228], [0.619, 0.344, 5.697], [0.654, 2.007, 5.198], [-0.446, 3.736, -0.764], [-0.608, 6.186, -0.543], [-1.723, 7.173, 1.430], [-2.654, 5.712, 3.186], [-2.459, 3.262, 2.991], [-2.937, 2.940, -1.074], [-4.126, 1.624, -2.813], [-3.912, -0.864, -2.806], [-2.466, -1.926, -1.076], [-0.076, -2.629, 0.385], [0.220, -2.913, -0.794], [0.503, -2.020, -1.864], [0.545, -2.614, -3.150], [0.704, -1.826, -4.247], [0.854, -0.433, -4.138], [0.852, 0.158, -2.908], [0.690, -0.605, -1.719], [0.753, -0.020, -0.579], [0.717, -2.444, -5.578], [0.824, -1.700, -6.526], [0.566, -3.643, -5.633], [0.233, -3.985, -1.025], [0.438, -3.683, -3.269], [0.982, 0.148, -5.040], [0.995, 1.223, -2.802], [2.416, -0.778, 1.450], [3.060, -2.532, 1.715], [2.452, -3.450, 2.565], [3.023, -4.709, 2.666], [4.094, -5.105, 1.984], [4.656, -4.216, 1.169], [4.196, -2.919, 1.006], [1.571, -3.199, 3.136], [2.585, -5.442, 3.332], [5.530, -4.550, 0.624], [4.715, -2.234, 0.351]]
}



5.
{
  "formula": "C4H4MgO12",
  "method": "the ωB97M-V functional and the def2-TZVPD basis",
  "relative_energy_kcal_mol": 24.8,
  "total_charge": -1,
  "e_homo_ev": [-5.4, -5.3],
  "multiplicity": 2,
  "e_tot_ha": -1258.03551,
  "gap_ev": [8.52, 3.76],
  "species": ["Mg", "O", "C", "O", "O", "H", "O", "C", "O", "O", "H", "O", "C", "O", "O", "H", "O", "C", "O", "O", "H"],
  "xyz": [[0.387, 0.196, -0.283], [-3.245, -1.624, -0.651], [-2.803, -0.474, -1.221], [-1.642, -0.088, -0.902], [-3.521, 0.258, -1.911], [-2.497, -1.683, -0.052], [3.354, -1.652, -1.788], [2.324, -0.926, -1.291], [2.370, -0.211, -0.230], [1.208, -0.911, -1.782], [3.968, -1.335, -1.121], [0.006, -1.979, 3.294], [-0.570, -1.298, 2.318], [-0.038, -0.884, 1.274], [-1.731, -0.963, 2.493], [-0.769, -2.060, 3.854], [0.918, 4.117, -0.196], [0.635, 2.808, -0.272], [0.528, 2.036, 0.671], [0.591, 2.082, -1.271], [0.526, 4.591, -0.932]]
}



6.
{
  "formula": "C15H31NO2P2V",
  "method": "the ωB97M-V functional and the def2-TZVPD basis",
  "relative_energy_kcal_mol": 9.0,
  "e_homo_ev": [-4.8, -5.5],
  "multiplicity": 4,
  "e_tot_ha": -2421.62823,
  "gap_ev": [4.40, 5.06],
  "species": ["P", "P", "C", "C", "H", "H", "H", "H", "C", "H", "H", "H", "C", "H", "H", "H", "C", "H", "H", "H", "C", "H", "H", "H", "V", "C", "C", "C", "C", "C", "C", "C", "C", "C", "H", "H", "H", "H", "H", "H", "H", "H", "H", "H", "H", "H", "H", "H", "H", "O", "N", "O"],
  "xyz": [[-2.104, 0.335, -0.789], [0.823, -2.228, -0.253], [-1.584, -1.237, -1.546], [-0.956, -2.290, -0.611], [-0.982, -1.055, -2.455], [-2.538, -1.653, -1.913], [-1.503, -2.377, 0.346], [-1.071, -3.268, -1.112], [1.698, -2.568, -1.808], [2.768, -2.351, -1.687], [1.316, -1.977, -2.649], [1.576, -3.633, -2.027], [1.102, -3.739, 0.699], [1.098, -4.583, 0.001], [0.309, -3.863, 1.445], [2.074, -3.683, 1.199], [-2.664, 1.450, -2.079], [-2.739, 2.472, -1.688], [-3.658, 1.114, -2.394], [-1.980, 1.437, -2.937], [-3.651, -0.153, 0.047], [-3.492, -1.019, 0.700], [-4.392, -0.402, -0.720], [-4.022, 0.681, 0.652], [1.370, 1.835, 1.494], [1.703, -1.030, 0.632], [2.169, -0.131, -0.474], [1.256, 0.526, -1.413], [0.538, 1.944, -1.255], [-0.429, 2.144, -0.153], [-1.359, 1.187, 0.521], [-0.730, 0.157, 1.593], [0.788, -0.322, 1.752], [0.524, 3.029, 2.802], [2.535, -1.543, 1.174], [3.253, 0.094, -0.496], [0.413, -0.164, -1.621], [1.799, 0.583, -2.387], [1.332, 2.713, -1.170], [0.077, 2.138, -2.254], [-0.585, 3.200, 0.139], [-2.165, 1.753, 1.046], [-1.351, -0.756, 1.588], [-0.995, 0.616, 2.565], [1.411, 0.361, 2.423], [0.637, -1.141, 2.493], [0.847, 2.576, 3.761], [-0.560, 3.076, 2.626], [1.083, 3.950, 2.512], [3.566, 3.516, 0.593], [3.266, 2.447, 1.218], [4.176, 1.833, 1.874]]
}



7.
{
  "formula": "C30H29BiN9O2",
  "method": "the ωB97M-V functional and the def2-TZVPD basis",
  "relative_energy_kcal_mol": 0.0,
  "total_charge": 3,
  "e_homo_ev": -16.0,
  "multiplicity": 1,
  "e_tot_ha": -2017.57823,
  "gap_ev": 6.84,
  "species": ["Bi", "N", "C", "N", "C", "N", "N", "C", "C", "C", "C", "C", "C", "N", "C", "C", "C", "C", "C", "C", "H", "H", "H", "H", "H", "H", "H", "H", "H", "H", "H", "O", "C", "C", "C", "C", "N", "C", "C", "C", "C", "C", "C", "O", "C", "C", "N", "H", "H", "H", "H", "H", "H", "H", "H", "H", "H", "H", "H", "C", "C", "N", "C", "C", "N", "H", "H", "H", "H", "H", "H"],
  "xyz": [[0.778, 0.280, -0.335], [-3.499, 1.630, 2.183], [-2.443, 0.978, 1.711], [-1.559, 1.390, 0.822], [-1.856, 2.631, 0.224], [-1.140, 3.133, -0.744], [-0.293, 2.226, -1.281], [0.164, 2.556, -2.441], [1.285, 1.880, -3.042], [1.786, 2.363, -4.281], [2.698, 1.619, -4.992], [3.278, 0.487, -4.302], [2.848, 0.175, -3.062], [1.722, 0.727, -2.540], [-2.915, 3.474, 0.732], [-3.258, 4.765, 0.290], [-4.435, 5.421, 0.578], [-5.342, 4.779, 1.432], [-5.016, 3.534, 1.941], [-3.852, 2.907, 1.603], [-4.232, 1.106, 2.626], [-2.106, 0.116, 2.288], [-0.289, 3.493, -2.889], [1.344, 3.275, -4.647], [3.006, 1.941, -5.948], [4.088, -0.084, -4.765], [3.365, -0.617, -2.597], [-2.529, 5.185, -0.398], [-4.683, 6.342, 0.052], [-6.244, 5.313, 1.801], [-5.626, 3.055, 2.703], [1.214, -6.225, 2.875], [2.319, -5.327, 2.868], [2.026, -3.995, 2.238], [2.405, -2.801, 2.763], [1.934, -1.642, 2.141], [1.160, -1.648, 1.014], [0.772, -2.824, 0.512], [1.139, -4.048, 1.107], [-0.264, -2.818, -0.509], [-0.718, -4.026, -1.099], [-1.774, -3.946, -2.028], [-2.241, -5.211, -2.667], [-1.444, -6.230, -2.031], [-2.344, -2.700, -2.366], [-1.726, -1.554, -1.837], [-0.724, -1.603, -0.958], [1.482, -7.091, 3.367], [3.134, -5.783, 2.224], [2.754, -5.189, 3.858], [2.975, -2.686, 3.702], [2.093, -0.675, 2.628], [0.878, -4.953, 0.599], [-0.310, -4.984, -0.864], [-1.916, -5.183, -3.777], [-3.348, -5.338, -2.615], [-1.890, -7.113, -2.236], [-3.255, -2.704, -3.022], [-2.159, -0.553, -1.978], [1.140, 3.762, 1.951], [2.271, 2.827, 1.938], [2.430, 1.878, 1.047], [3.703, 1.321, 1.201], [4.351, 2.016, 2.206], [3.404, 2.951, 2.678], [1.606, 4.758, 1.656], [0.596, 3.736, 2.882], [0.373, 3.443, 1.188], [4.017, 0.459, 0.620], [5.349, 1.893, 2.660], [3.543, 3.728, 3.342]]
}



8.
{
  "formula": "C30H27CoF3N4O2SSbTe",
  "method": "the ωB97M-V functional and the def2-TZVPD basis",
  "total_charge": 2,
  "e_homo_ev": [-13.3, -13.3],
  "multiplicity": 1,
  "e_tot_ha": -4117.02916,
  "gap_ev": [4.54, 4.78],
  "species": ["Co", "N", "C", "C", "C", "C", "C", "C", "S", "O", "O", "N", "C", "N", "C", "C", "C", "N", "H", "H", "H", "H", "H", "H", "H", "H", "H", "F", "C", "C", "C", "C", "C", "C", "Sb", "C", "C", "C", "C", "F", "C", "C", "C", "C", "C", "C", "F", "C", "C", "H", "H", "H", "H", "H", "H", "H", "H", "H", "H", "H", "H", "C", "Te", "C", "H", "H", "H", "H", "H", "H"],
  "xyz": [[1.637, -0.654, 1.317], [-3.459, -3.044, -4.347], [-2.697, -2.995, -3.246], [-3.058, -2.186, -2.146], [-2.222, -2.092, -1.060], [-1.035, -2.810, -1.042], [-0.673, -3.645, -2.091], [-1.502, -3.745, -3.182], [0.131, -2.493, 0.233], [-0.457, -1.514, 1.165], [0.654, -3.658, 0.896], [1.309, -1.650, -0.481], [2.608, -2.030, -0.520], [3.377, -1.269, 0.299], [4.692, -1.444, 0.253], [5.258, -2.383, -0.595], [4.379, -3.165, -1.337], [3.071, -2.981, -1.303], [-4.329, -2.541, -4.400], [-3.207, -3.650, -5.111], [-3.980, -1.629, -2.180], [-2.460, -1.472, -0.213], [0.253, -4.193, -2.036], [-1.237, -4.378, -4.016], [5.296, -0.828, 0.904], [6.323, -2.512, -0.658], [4.716, -3.957, -1.994], [3.468, 6.564, 0.560], [2.757, 5.441, 0.533], [2.383, 4.906, -0.693], [1.671, 3.721, -0.715], [1.321, 3.109, 0.477], [1.725, 3.638, 1.696], [2.430, 4.824, 1.733], [0.199, 1.267, 0.446], [-0.591, 1.246, -1.568], [-1.384, 2.306, -2.003], [-1.905, 2.306, -3.286], [-1.632, 1.233, -4.121], [-2.167, 1.201, -5.342], [-0.826, 0.182, -3.713], [-0.301, 0.200, -2.432], [-1.580, 1.733, 1.557], [-1.481, 2.256, 2.840], [-2.618, 2.646, 3.523], [-3.853, 2.486, 2.913], [-4.951, 2.859, 3.563], [-3.971, 1.940, 1.643], [-2.826, 1.553, 0.970], [2.653, 5.417, -1.603], [1.380, 3.286, -1.662], [1.488, 3.129, 2.622], [2.734, 5.272, 2.667], [-1.590, 3.136, -1.342], [-2.509, 3.123, -3.647], [-0.611, -0.626, -4.393], [0.340, -0.606, -2.106], [-0.516, 2.360, 3.316], [-2.563, 3.077, 4.510], [-4.949, 1.836, 1.199], [-2.905, 1.117, -0.019], [1.946, -1.160, 4.835], [1.716, -2.492, 3.146], [-0.228, -3.112, 3.782], [1.053, -0.541, 4.924], [2.819, -0.531, 4.677], [2.099, -1.721, 5.753], [-0.165, -3.366, 4.841], [-0.503, -3.981, 3.190], [-0.949, -2.312, 3.618]]
}